Record 1
This record from the OMol25 dataset describes an isolated molecule of C22H27NO6. The level of theory is the ωB97M-V functional and the def2-TZVPD basis.

Element x y z (Å)
C1 -3.021 -3.162 -1.501
C2 -4.045 -2.438 -0.642
O1 -3.456 -2.197 0.626
C3 -4.319 -1.713 1.614
C4 -4.707 -0.233 1.435
O2 -3.535 0.559 1.336
C5 -3.139 0.899 0.081
O3 -3.824 0.729 -0.902
C6 -1.815 1.483 0.097
N1 -1.074 1.567 1.259
C7 0.133 2.077 0.990
C8 0.198 2.347 -0.374
C9 -1.043 1.966 -0.949
C10 -1.423 2.073 -2.377
C11 1.417 2.811 -1.016
O4 1.527 3.038 -2.204
C12 2.586 3.001 -0.059
C13 2.575 2.128 1.200
C14 2.816 0.658 0.941
C15 3.417 -0.116 1.923
C16 3.594 -1.471 1.728
C17 3.169 -2.111 0.567
O5 3.420 -3.450 0.549
C18 3.064 -4.251 -0.555
C19 2.551 -1.336 -0.431
O6 2.110 -1.954 -1.574
C20 1.371 -1.203 -2.508
C21 2.404 0.030 -0.225
C22 1.237 2.303 1.951
H1 -2.135 -2.543 -1.613
H2 -3.441 -3.364 -2.483
H3 -2.734 -4.099 -1.032
H4 -4.949 -3.054 -0.514
H5 -4.329 -1.493 -1.122
H6 -3.766 -1.824 2.552
H7 -5.243 -2.309 1.665
H8 -5.311 -0.093 0.533
H9 -5.260 0.112 2.311
H10 -1.418 1.252 2.153
H11 -1.782 3.081 -2.587
H12 -0.556 1.899 -3.010
H13 -2.219 1.372 -2.610
H14 2.556 4.053 0.244
H15 3.512 2.850 -0.617
H16 3.378 2.480 1.858
H17 3.754 0.338 2.843
H18 4.068 -2.080 2.481
H19 3.405 -5.254 -0.297
H20 1.984 -4.263 -0.715
H21 3.561 -3.922 -1.470
H22 1.073 -1.914 -3.277
H23 1.974 -0.412 -2.965
H24 0.477 -0.762 -2.054
H25 1.960 0.619 -1.006
H26 1.177 3.322 2.351
H27 1.177 1.605 2.788

For the LUMO energy, the calculation gives 0.6 eV. The largest force on an atom comes out at 0.754 eV/Å. The value obtained for the frontier orbital gap is 8.523 eV. Its charge is 0. As for the energy relative to the best compared isomer or geometry (same formula, charge and spin): 63.51 kcal/mol.

Record 2
This record from the OMol25 dataset describes a structure of composition C22H28AgN7O2S. The level of theory is the ωB97M-V functional and the def2-TZVPD basis.

Element x y z (Å)
Ag1 0.049 -0.119 0.657
O1 -3.194 -3.156 2.784
C1 -2.424 -2.504 2.051
O2 -2.583 -1.375 1.543
C2 -1.088 -3.220 1.708
C3 -0.878 -4.512 2.191
C4 0.287 -5.176 1.865
C5 1.216 -4.538 1.056
C6 0.935 -3.254 0.620
N1 -0.186 -2.600 0.938
H1 -1.653 -4.945 2.807
H2 0.470 -6.180 2.232
H3 2.143 -5.015 0.764
H4 1.619 -2.714 -0.024
S1 2.766 -1.150 -3.927
C7 1.808 -1.082 -2.570
N2 1.128 -1.042 -1.622
C8 -1.213 1.198 -2.094
N3 -1.713 0.350 -1.014
C9 -2.228 -0.896 -1.591
N4 -3.311 -0.627 -2.554
C10 -2.782 0.250 -3.598
N5 -2.271 1.518 -3.068
C11 -3.363 2.174 -2.348
N6 -3.907 1.357 -1.265
C12 -2.810 1.042 -0.330
C13 -4.370 0.091 -1.843
H5 -0.397 0.679 -2.599
H6 -0.830 2.127 -1.664
H7 -2.598 -1.514 -0.774
H8 -1.404 -1.407 -2.094
H9 -3.580 0.467 -4.317
H10 -1.969 -0.265 -4.112
H11 -4.166 2.401 -3.058
H12 -2.991 3.112 -1.926
H13 -3.174 0.401 0.471
H14 -2.425 1.972 0.095
H15 -5.185 0.303 -2.544
H16 -4.743 -0.544 -1.038
C14 4.674 1.320 -0.975
N7 4.034 1.360 0.329
C15 3.932 0.009 0.862
C16 2.705 1.972 0.207
C17 2.020 2.180 1.537
C18 2.554 3.160 2.377
C19 1.992 3.424 3.616
C20 0.881 2.691 4.013
C21 0.362 1.711 3.176
C22 0.902 1.407 1.912
H17 5.677 0.895 -0.882
H18 4.768 2.336 -1.369
H19 4.119 0.719 -1.711
H20 4.936 -0.411 0.973
H21 3.344 -0.650 0.204
H22 3.445 0.028 1.837
H23 2.056 1.361 -0.442
H24 2.853 2.939 -0.287
H25 3.428 3.717 2.049
H26 2.413 4.190 4.260
H27 0.423 2.881 4.980
H28 -0.503 1.154 3.524

For the LUMO energy, the calculation gives 4.8 eV. The largest force on an atom comes out at 0.227 eV/Å. The value obtained for the frontier orbital gap is 6.712 eV. Its charge is -2. As for the energy relative to the best compared isomer or geometry (same formula, charge and spin): 6.78 kcal/mol.

Record 3
This record from the OMol25 dataset describes a structure of composition C22H28AlClF2N3O4SSe at a distorted geometry. The level of theory is the ωB97M-V functional and the def2-TZVPD basis.

Element x y z (Å)
Al1 11.345 10.573 7.342
F1 9.139 15.100 6.062
C1 8.865 13.772 6.211
C2 9.978 12.950 6.397
C3 9.825 11.587 6.641
C4 8.610 10.977 6.448
C5 7.505 11.851 6.358
F2 6.245 11.320 6.430
C6 7.575 13.249 6.222
C7 8.535 9.498 6.487
C8 7.356 8.762 6.246
C9 7.354 7.366 6.356
C10 8.552 6.712 6.672
C11 9.664 7.536 6.941
N1 9.696 8.873 6.746
H1 10.963 13.418 6.419
H2 6.676 13.813 6.148
H3 6.472 9.315 6.051
H4 6.418 6.794 6.253
H5 8.675 5.642 6.735
H6 10.587 7.120 7.310
Cl1 15.015 14.364 7.909
C12 14.251 13.379 6.682
C13 13.642 12.127 7.221
O1 14.236 11.466 8.044
O2 12.443 11.834 6.697
H7 15.072 13.129 5.976
H8 13.498 13.994 6.147
C14 13.299 6.525 10.936
C15 14.515 7.275 11.507
C16 15.555 7.761 10.460
C17 15.135 8.938 9.585
N2 14.247 8.452 8.529
C18 14.344 8.620 7.200
S1 12.773 8.681 6.358
N3 15.353 8.641 6.369
C19 16.741 8.560 6.723
C20 17.356 7.202 7.143
C21 17.688 6.265 5.978
C22 16.546 5.492 5.336
H9 12.766 6.024 11.790
H10 13.536 5.733 10.202
H11 12.529 7.178 10.495
H12 15.060 6.675 12.252
H13 14.179 8.185 12.023
H14 15.854 6.939 9.829
H15 16.441 8.091 10.992
H16 15.973 9.461 9.171
H17 14.561 9.688 10.120
H18 13.232 8.495 8.889
H19 14.992 8.845 5.100
H20 16.957 9.279 7.546
H21 17.252 8.944 5.828
H22 16.712 6.768 7.903
H23 18.300 7.492 7.625
H24 18.484 5.595 6.347
H25 18.190 6.853 5.229
H26 16.028 4.818 6.003
H27 16.893 4.881 4.490
H28 15.805 6.216 4.970
Se1 11.457 9.662 9.464
O3 13.122 8.874 4.593
O4 14.410 9.027 4.099

For the LUMO energy, the calculation gives 2.6 eV. The largest force on an atom comes out at 2.677 eV/Å. The value obtained for the frontier orbital gap is 6.666 eV. Its charge is -1. As for the energy relative to the best compared isomer or geometry (same formula, charge and spin): 12.93 kcal/mol.

Record 4
This record from the OMol25 dataset describes a structure of composition C22H28BFN6Os. The level of theory is the ωB97M-V functional and the def2-TZVPD basis.

Element x y z (Å)
Os1 0.215 -0.479 -0.977
C1 4.031 -0.459 -0.734
C2 3.082 -0.061 0.350
C3 3.487 0.380 1.604
C4 2.371 0.916 2.222
C5 2.253 1.617 3.531
N1 1.337 0.771 1.384
N2 1.742 0.113 0.255
B1 -0.013 1.493 1.342
N3 -0.061 2.204 -0.036
N4 -0.017 1.452 -1.178
C6 -0.048 2.300 -2.248
C7 -0.031 1.807 -3.654
C8 -0.108 3.586 -1.767
C9 -0.128 3.494 -0.371
C10 -0.221 4.590 0.629
N5 -1.161 0.457 1.387
N6 -1.302 -0.425 0.337
C11 -2.525 -1.004 0.461
C12 -3.135 -1.913 -0.543
C13 -3.123 -0.525 1.608
C14 -2.245 0.404 2.161
C15 -2.426 1.259 3.366
H1 4.875 0.229 -0.706
H2 3.607 -0.392 -1.731
H3 4.432 -1.462 -0.576
H4 4.499 0.399 1.973
H5 3.162 1.471 4.108
H6 1.412 1.236 4.109
H7 2.110 2.689 3.390
H8 -0.127 2.275 2.228
H9 0.036 0.720 -3.705
H10 0.818 2.225 -4.194
H11 -0.939 2.116 -4.172
H12 -0.154 4.491 -2.349
H13 -0.294 5.548 0.122
H14 0.661 4.604 1.270
H15 -1.098 4.467 1.264
H16 -2.605 -1.900 -1.493
H17 -4.160 -1.596 -0.732
H18 -3.175 -2.933 -0.169
H19 -4.105 -0.774 1.973
H20 -3.313 0.947 3.910
H21 -2.549 2.306 3.086
H22 -1.565 1.187 4.031
F1 -2.473 -5.764 -1.375
C16 -1.586 -4.796 -1.397
C17 -0.900 -4.504 -0.222
C18 0.056 -3.516 -0.262
C19 0.301 -2.798 -1.461
C20 1.484 -1.960 -1.560
C21 -0.465 -3.102 -2.620
C22 -1.394 -4.109 -2.596
H23 -1.098 -5.082 0.671
H24 0.666 -3.318 0.610
H25 1.783 -1.687 -2.579
H26 2.339 -2.212 -0.952
H27 -0.255 -2.584 -3.549
H28 -1.960 -4.397 -3.472

For the LUMO energy, the calculation gives -8.2 eV. The largest force on an atom comes out at 0.861 eV/Å. The value obtained for the frontier orbital gap is 6.706 eV. Its charge is +2. As for the energy relative to the best compared isomer or geometry (same formula, charge and spin): 0.00 kcal/mol.

no.,E (Eh)
1,-1360.7210
2,-1934.1143
3,-5022.3821
4,-1398.5659